Entry 1:
15
Properties=species:S:1:pos:R:3 method="wB97M-V/def2-TZVPD" e_homo_ev=-13.8 charge=+1 e_above_lowest_kcal_mol=199.6 multiplicity=1 molar_mass_g_mol=94.1
C -1.438 0.342 -0.711
C -2.292 1.286 -0.820
C -1.955 -0.595 0.413
C -0.890 -1.345 0.431
C 0.027 -0.737 -0.666
C 1.172 1.195 0.307
N 1.297 -0.167 -0.208
H -2.793 -0.493 0.940
H -0.459 -2.058 1.025
H 0.160 -1.256 -1.568
H 2.132 1.893 0.180
H 0.365 1.657 -0.139
H 1.067 1.254 1.405
H 1.711 -0.697 0.499
H 1.897 -0.279 -1.087

=====

Entry 2:
20
Properties=species:S:1:pos:R:3 method="wB97M-V/def2-TZVPD" e_homo_ev="-11.9 / -11.9" charge=+1 e_above_lowest_kcal_mol=133.3 multiplicity=1 molar_mass_g_mol=140.2
C 3.463 -0.840 0.290
C 2.523 0.079 0.046
N 1.292 -0.108 -0.520
N 0.654 -1.168 -0.346
C -0.618 -1.384 -0.599
C -1.602 -0.401 -0.279
N -2.893 -1.083 0.137
C -1.310 0.908 -0.024
N -0.262 1.521 -0.543
N -0.026 2.781 -0.164
H 4.423 -0.611 0.581
H 3.211 -1.847 0.238
H 2.949 1.109 0.243
H -0.988 -2.347 -0.709
H -3.596 -0.412 -0.095
H -2.698 -1.472 1.154
H -3.095 -1.881 -0.417
H -2.107 1.329 0.693
H -0.243 2.851 0.797
H 0.922 2.976 -0.483

=====

Entry 3:
90
Properties=species:S:1:pos:R:3 method="wB97M-V/def2-TZVPD" e_homo_ev="-2.7 / -3.1" charge=-1 e_above_lowest_kcal_mol=90.4 multiplicity=2 s2=0.8762 molar_mass_g_mol=911.0
Cr -0.517 -0.511 0.290
N 2.506 -0.195 0.093
P 1.461 0.465 1.259
C 1.663 2.273 1.189
C 0.689 3.034 1.834
C 0.705 4.416 1.744
C 1.702 5.054 1.016
C 2.680 4.304 0.379
C 2.658 2.918 0.462
C 2.169 0.061 2.890
C 3.535 0.033 3.156
C 3.993 -0.288 4.423
C 3.087 -0.578 5.437
C 1.725 -0.551 5.179
C 1.265 -0.238 3.906
P 1.390 -0.876 -1.027
C 1.782 0.057 -2.554
C 2.322 -0.483 -3.716
C 2.528 0.320 -4.832
C 2.194 1.664 -4.795
C 1.634 2.207 -3.643
C 1.418 1.407 -2.534
C 2.053 -2.536 -1.400
C 3.413 -2.815 -1.519
C 3.847 -4.108 -1.767
C 2.920 -5.135 -1.906
C 1.565 -4.866 -1.785
C 1.131 -3.573 -1.523
H 3.421 0.155 -0.161
H -0.119 2.540 2.366
H -0.088 4.993 2.204
H 1.700 6.133 0.928
H 3.451 4.795 -0.202
H 3.406 2.346 -0.075
H 4.245 0.258 2.368
H 5.058 -0.314 4.624
H 3.446 -0.831 6.426
H 1.017 -0.788 5.963
H 0.202 -0.237 3.686
H 2.578 -1.535 -3.758
H 2.948 -0.111 -5.733
H 2.353 2.287 -5.667
H 1.349 3.252 -3.614
H 0.930 1.811 -1.653
H 4.140 -2.016 -1.416
H 4.906 -4.318 -1.852
H 3.258 -6.145 -2.099
H 0.841 -5.666 -1.881
H 0.074 -3.355 -1.394
Cl -3.277 -5.179 5.139
C -3.152 -4.237 3.697
C -1.916 -3.834 3.215
Cl -0.490 -4.264 4.088
C -1.804 -3.081 2.048
Cl -0.217 -2.568 1.566
C -2.941 -2.705 1.313
O -3.020 -1.982 0.228
C -4.191 -3.119 1.834
Cl -5.604 -2.657 0.960
C -4.298 -3.863 2.993
Cl -5.849 -4.347 3.570
O -1.743 0.090 1.657
N -2.278 1.285 1.522
N -1.858 1.873 0.389
O -0.967 1.266 -0.439
C -2.103 3.211 0.191
C -1.546 3.862 -0.920
C -1.739 5.222 -1.091
C -2.484 5.964 -0.181
C -3.053 5.308 0.908
C -2.877 3.951 1.104
H -0.962 3.284 -1.621
H -1.293 5.711 -1.950
H -2.629 7.028 -0.322
H -3.647 5.867 1.622
H -3.314 3.447 1.953
C -3.532 -0.368 -1.891
C -2.511 -1.514 -1.947
C -3.197 -2.795 -2.443
C -1.413 -1.127 -2.935
N -1.845 -1.755 -0.664
H -3.954 -0.190 -2.884
H -3.044 0.544 -1.548
H -4.348 -0.606 -1.209
H -3.652 -2.639 -3.425
H -3.980 -3.106 -1.750
H -2.463 -3.602 -2.522
H -1.841 -1.046 -3.937
H -0.622 -1.881 -2.968
H -0.978 -0.164 -2.665

=====

Entry 4:
23
Properties=species:S:1:pos:R:3 method="wB97M-V/def2-TZVPD" e_homo_ev=-8.9 smiles=Cc1ccccc1.CC charge=0 e_above_lowest_kcal_mol=16.9 multiplicity=1 molar_mass_g_mol=122.2
C 0.801 -1.518 -1.092
C 1.051 -0.091 -0.925
C 1.377 0.408 0.342
C 1.832 1.700 0.521
C 1.915 2.536 -0.602
C 1.584 2.054 -1.853
C 1.060 0.763 -2.033
H 1.743 -2.068 -1.294
H 0.137 -1.788 -1.912
H 0.545 -2.078 -0.188
H 1.435 -0.308 1.155
H 2.188 2.100 1.460
H 2.230 3.566 -0.504
H 1.827 2.616 -2.740
H 0.939 0.496 -3.075
C -2.564 -0.505 1.122
C -2.614 -1.614 2.129
H -3.102 0.403 1.419
H -1.569 -0.140 0.841
H -3.010 -0.597 0.120
H -3.545 -2.174 2.081
H -1.947 -2.461 1.906
H -2.312 -1.297 3.121

=====

Entry 5:
76
Properties=species:S:1:pos:R:3 method="wB97M-V/def2-TZVPD" e_homo_ev=-9.7 smiles="C[C@H](F)[C@@H]1COC(=O)O1.O=C1C=CC(=O)C=C1.O=C1C=CC(=O)C=C1.O=C1C=CC(=O)C=C1.O=C1C=CC(=O)C=C1.O=C1C=CC(=O)C=C1" charge=0 multiplicity=1 molar_mass_g_mol=674.6
C 1.990 -2.902 5.087
C 1.046 -2.037 4.293
F -0.194 -2.651 4.242
C 1.549 -1.774 2.864
C 1.465 -0.317 2.427
O 1.240 -0.455 1.013
C 0.409 -1.531 0.925
O -0.479 -1.654 0.154
O 0.765 -2.442 1.858
H 2.180 -3.830 4.543
H 1.571 -3.128 6.065
H 2.946 -2.389 5.204
H 0.887 -1.074 4.791
H 2.568 -2.150 2.769
H 2.364 0.267 2.599
H 0.571 0.151 2.850
O -2.640 2.675 -2.162
C -2.916 1.527 -2.450
C -2.411 0.383 -1.656
C -2.727 -0.873 -1.962
C -3.603 -1.173 -3.124
O -3.898 -2.311 -3.428
C -4.113 -0.026 -3.922
C -3.789 1.225 -3.612
H -1.772 0.623 -0.816
H -2.369 -1.713 -1.381
H -4.757 -0.272 -4.757
H -4.147 2.075 -4.176
O -2.484 -8.864 -1.925
C -2.502 -7.695 -1.601
C -1.994 -7.259 -0.274
C -2.015 -5.979 0.085
C -2.546 -4.935 -0.830
O -2.560 -3.769 -0.500
C -3.053 -5.366 -2.157
C -3.031 -6.649 -2.511
H -1.612 -8.042 0.369
H -1.651 -5.629 1.042
H -3.432 -4.577 -2.796
H -3.395 -6.995 -3.470
O 4.684 -1.461 2.769
C 5.457 -1.315 1.842
C 6.597 -2.239 1.633
C 7.443 -2.060 0.623
C 7.275 -0.934 -0.335
O 8.050 -0.775 -1.252
C 6.123 -0.020 -0.126
C 5.277 -0.198 0.885
H 6.696 -3.048 2.346
H 8.287 -2.714 0.444
H 6.016 0.783 -0.843
H 4.422 0.444 1.063
O 5.312 7.194 2.670
C 4.880 6.094 2.410
C 5.533 4.867 2.938
C 5.060 3.657 2.653
C 3.862 3.487 1.795
O 3.430 2.381 1.533
C 3.208 4.707 1.265
C 3.680 5.917 1.551
H 6.405 5.023 3.561
H 5.516 2.748 3.024
H 2.337 4.549 0.643
H 3.224 6.826 1.180
O -6.849 2.293 -3.990
C -6.780 3.442 -3.609
C -6.168 3.781 -2.300
C -6.082 5.042 -1.884
C -6.597 6.162 -2.712
O -6.521 7.311 -2.335
C -7.210 5.822 -4.023
C -7.293 4.562 -4.439
H -5.794 2.948 -1.718
H -5.635 5.316 -0.938
H -7.576 6.657 -4.607
H -7.732 4.286 -5.390